No. 1
{
  "formula": "C32H33BFN9NiO5S",
  "method": "ωB97M-V/def2-TZVPD",
  "total_energy_ha": -4139.56473,
  "spin_multiplicity": 3,
  "s2": 2.01,
  "e_lumo_ev": [-1.78, -1.78],
  "orbital_gap_ha": [0.1529, 0.1590],
  "elements": ["Ni", "C", "C", "N", "N", "C", "B", "N", "C", "C", "C", "N", "N", "C", "C", "C", "N", "H", "H", "H", "H", "H", "H", "H", "H", "H", "H", "C", "C", "N", "C", "C", "C", "O", "O", "C", "O", "C", "C", "C", "F", "C", "C", "C", "N", "C", "C", "N", "C", "C", "H", "H", "H", "H", "H", "H", "H", "H", "H", "H", "H", "H", "H", "H", "H", "H", "H", "H", "O", "C", "O", "C", "C", "C", "C", "S", "C", "C", "H", "H", "H", "H", "H"],
  "positions_angstrom": [[0.247, 0.676, 0.058], [2.285, 2.445, -3.257], [2.305, 1.837, -1.995], [1.065, 1.641, -1.571], [0.236, 2.115, -2.510], [0.944, 2.603, -3.543], [-1.287, 2.145, -2.264], [-1.542, 2.754, -0.859], [-2.473, 3.658, -0.510], [-2.420, 3.830, 0.859], [-1.407, 2.958, 1.279], [-0.898, 2.320, 0.239], [-1.798, 0.690, -2.204], [-2.741, 0.053, -2.919], [-2.917, -1.202, -2.372], [-2.022, -1.240, -1.293], [-1.356, -0.099, -1.215], [3.123, 2.736, -3.865], [3.140, 1.567, -1.370], [0.458, 3.036, -4.401], [-1.839, 2.782, -3.111], [-3.115, 4.109, -1.248], [-3.012, 4.498, 1.460], [-1.040, 2.773, 2.273], [-3.213, 0.528, -3.764], [-3.607, -1.963, -2.692], [-1.847, -2.031, -0.582], [1.975, -6.578, 1.055], [2.069, -5.639, 2.256], [2.050, -4.239, 1.850], [0.949, -3.471, 2.108], [0.697, -2.279, 1.527], [-0.499, -1.477, 2.040], [-1.181, -2.022, 2.912], [-0.644, -0.307, 1.593], [1.585, -1.810, 0.497], [1.334, -0.929, -0.337], [2.893, -2.457, 0.482], [3.936, -1.868, -0.224], [5.179, -2.439, -0.212], [6.200, -1.809, -0.847], [5.422, -3.639, 0.452], [4.361, -4.269, 1.087], [3.095, -3.683, 1.143], [6.720, -4.219, 0.630], [7.737, -3.951, -0.367], [8.871, -4.952, -0.190], [9.426, -4.803, 1.196], [8.362, -5.004, 2.233], [7.244, -4.010, 1.974], [1.953, -7.617, 1.384], [2.820, -6.436, 0.381], [1.060, -6.375, 0.497], [2.971, -5.845, 2.838], [1.214, -5.795, 2.909], [0.250, -3.858, 2.839], [3.749, -0.931, -0.735], [4.565, -5.214, 1.570], [8.153, -2.933, -0.302], [7.315, -4.073, -1.362], [9.669, -4.767, -0.906], [8.508, -5.972, -0.299], [9.786, -3.850, 1.291], [10.199, -5.449, 1.346], [8.796, -4.868, 3.223], [7.988, -6.021, 2.135], [7.618, -2.981, 2.115], [6.451, -4.179, 2.698], [1.982, -2.198, 7.099], [2.884, -2.190, 6.091], [3.844, -2.919, 6.175], [2.634, -1.279, 4.956], [3.640, -1.161, 3.995], [3.494, -0.325, 2.912], [2.328, 0.445, 2.735], [2.217, 1.517, 1.376], [1.316, 0.317, 3.699], [1.463, -0.530, 4.778], [1.266, -1.582, 6.917], [4.541, -1.748, 4.121], [4.278, -0.238, 2.169], [0.390, 0.854, 3.562], [0.630, -0.602, 5.470]],
  "mulliken_charge": [-0.289, -1.351, -0.093, 0.488, 0.116, -0.104, -0.079, 0.167, -0.156, -1.216, -0.056, 0.525, 0.040, -0.154, -1.174, -0.209, 0.303, 0.399, 0.483, 0.440, -0.144, 0.425, 0.408, 0.414, 0.449, 0.396, 0.452, -1.115, -0.812, 0.348, -0.480, 0.819, -0.140, -0.832, -0.485, 0.029, -0.535, 0.661, -0.325, 0.855, -0.384, -1.471, -0.901, 0.098, 0.221, -0.596, -1.021, -0.108, -0.885, -0.309, 0.412, 0.277, 0.339, 0.398, 0.464, 0.620, 0.520, 0.614, 0.437, 0.526, 0.434, 0.366, 0.407, 0.347, 0.392, 0.361, 0.184, 0.452, -0.515, 0.569, -0.625, 0.945, -0.631, -0.637, 0.521, -0.455, -0.833, -0.670, 0.304, 0.486, 0.635, 0.166, 0.081]
}

No. 2
{
  "formula": "C32H33Cl2FeN4O5PTe",
  "method": "ωB97M-V/def2-TZVPD",
  "total_energy_ha": -4627.69944,
  "spin_multiplicity": 2,
  "s2": 1.17,
  "total_charge": 1,
  "e_lumo_ev": [-3.07, -5.16],
  "orbital_gap_ha": [0.2654, 0.1915],
  "elements": ["Fe", "Cl", "C", "C", "C", "N", "C", "O", "C", "C", "C", "C", "C", "N", "C", "C", "C", "Cl", "N", "C", "O", "C", "C", "C", "C", "C", "N", "H", "H", "H", "H", "H", "H", "H", "H", "H", "H", "C", "C", "O", "P", "O", "C", "C", "O", "C", "C", "H", "H", "H", "H", "H", "H", "H", "H", "H", "H", "H", "H", "H", "H", "H", "C", "Te", "C", "C", "C", "C", "C", "C", "C", "H", "H", "H", "H", "H", "H", "H", "H"],
  "positions_angstrom": [[0.449, 0.692, 0.175], [6.500, 0.368, -3.115], [4.841, 0.543, -2.743], [4.393, 0.296, -1.464], [3.041, 0.465, -1.153], [2.471, 0.343, 0.063], [3.112, 0.029, 1.223], [4.233, -0.428, 1.345], [2.230, 0.351, 2.387], [2.551, -0.020, 3.686], [1.727, 0.401, 4.718], [0.630, 1.199, 4.416], [0.382, 1.524, 3.093], [1.153, 1.095, 2.102], [2.114, 0.853, -2.179], [2.593, 1.101, -3.469], [3.936, 0.942, -3.750], [4.507, 1.203, -5.344], [0.801, 0.804, -1.860], [-0.160, 1.717, -1.910], [-1.362, 1.466, -2.077], [0.212, 3.051, -1.324], [-0.006, 4.299, -1.884], [0.240, 5.413, -1.093], [0.687, 5.228, 0.207], [0.887, 3.937, 0.670], [0.652, 2.872, -0.079], [5.077, -0.018, -0.692], [3.437, -0.611, 3.855], [1.943, 0.132, 5.740], [-0.006, 1.583, 5.199], [-0.449, 2.153, 2.800], [1.904, 1.377, -4.252], [-0.369, 4.387, -2.895], [0.065, 6.407, -1.471], [0.882, 6.065, 0.856], [1.228, 3.735, 1.675], [-5.161, -1.011, -1.249], [-3.666, -0.747, -1.306], [-3.357, 0.166, -0.255], [-1.872, 0.626, 0.133], [-2.233, 2.084, 0.710], [-3.061, 3.016, 0.006], [-4.015, 3.678, 0.985], [-1.632, -0.131, 1.600], [-2.600, -0.176, 2.653], [-3.426, -1.449, 2.568], [-5.464, -1.585, -2.119], [-5.700, -0.067, -1.235], [-5.420, -1.566, -0.351], [-3.378, -0.297, -2.259], [-3.096, -1.674, -1.171], [-3.612, 2.496, -0.781], [-2.415, 3.772, -0.456], [-4.691, 2.946, 1.420], [-4.591, 4.432, 0.455], [-3.462, 4.161, 1.787], [-3.244, 0.704, 2.582], [-2.034, -0.133, 3.590], [-4.033, -1.425, 1.668], [-4.076, -1.522, 3.436], [-2.775, -2.322, 2.539], [1.583, -2.521, -1.234], [0.288, -1.835, 0.356], [0.170, -4.048, 0.761], [0.890, -4.754, -0.344], [0.898, -6.143, -0.405], [1.567, -6.792, -1.425], [2.231, -6.057, -2.395], [2.232, -4.676, -2.338], [1.564, -4.017, -1.313], [2.602, -2.169, -1.055], [1.249, -2.070, -2.171], [-0.877, -4.359, 0.822], [0.638, -4.244, 1.730], [0.380, -6.712, 0.353], [1.571, -7.870, -1.465], [2.747, -6.562, -3.195], [2.754, -4.100, -3.087]],
  "mulliken_charge": [-2.919, -0.159, -0.036, -0.994, 0.342, 0.887, 0.347, -0.696, 0.010, -0.781, -0.583, -0.937, -0.384, 0.778, -0.125, -0.632, 0.170, -0.157, 0.359, -0.552, -0.701, 1.101, -1.076, -0.331, -1.114, -0.181, 0.666, 0.708, 0.568, 0.471, 0.529, 0.637, 0.570, 0.554, 0.488, 0.486, 0.512, -1.300, -0.106, -0.401, 2.615, -0.228, 0.215, -1.441, 0.383, -0.348, -0.956, 0.413, 0.294, 0.322, 0.405, 0.134, 0.285, 0.057, 0.314, 0.447, 0.286, 0.143, 0.345, 0.057, 0.453, 0.211, -1.005, 0.512, -1.241, 0.666, -0.728, -0.610, -0.653, -0.544, 0.393, 0.500, 0.467, 0.530, 0.501, 0.468, 0.412, 0.415, 0.491]
}

No. 3
{
  "formula": "C32H33N2Sb2ScSe",
  "method": "ωB97M-V/def2-TZVPD",
  "total_energy_ha": -4990.81869,
  "total_charge": 2,
  "e_lumo_ev": -6.31,
  "orbital_gap_ha": 0.2762,
  "elements": ["Sc", "C", "C", "C", "Sb", "C", "C", "C", "C", "C", "C", "C", "C", "C", "C", "C", "C", "Sb", "C", "C", "C", "C", "C", "C", "C", "C", "C", "C", "C", "C", "H", "H", "H", "H", "H", "H", "H", "H", "H", "H", "H", "H", "H", "H", "H", "H", "H", "H", "H", "H", "H", "H", "H", "H", "H", "H", "Se", "C", "C", "C", "N", "C", "C", "H", "H", "H", "H", "N", "H", "H", "H"],
  "positions_angstrom": [[1.088, -0.096, 0.261], [-0.932, -0.190, 0.936], [-1.103, -1.491, 1.724], [0.133, -2.384, 1.591], [0.595, -3.347, -0.346], [-1.395, -3.855, -0.859], [-2.250, -4.369, 0.113], [-3.510, -4.832, -0.242], [-3.914, -4.795, -1.568], [-3.056, -4.308, -2.544], [-1.796, -3.847, -2.194], [0.754, -1.580, -1.682], [1.969, -1.418, -2.373], [2.051, -0.635, -3.514], [0.920, 0.013, -3.991], [-0.291, -0.125, -3.327], [-0.377, -0.920, -2.189], [1.494, 3.514, 1.012], [-0.473, 3.338, 0.228], [-0.853, 2.481, -0.801], [-2.159, 2.475, -1.267], [-3.096, 3.338, -0.714], [-2.725, 4.209, 0.301], [-1.419, 4.212, 0.769], [2.484, 2.366, -0.535], [2.261, 2.719, -1.876], [3.181, 2.389, -2.858], [4.336, 1.690, -2.528], [4.571, 1.321, -1.212], [3.659, 1.670, -0.221], [-1.107, 0.689, 1.561], [-1.647, -0.107, 0.115], [-1.981, -2.037, 1.380], [-1.264, -1.285, 2.786], [0.052, -3.272, 2.227], [1.028, -1.888, 2.005], [-1.946, -4.422, 1.152], [-4.170, -5.228, 0.518], [-4.895, -5.159, -1.844], [-3.363, -4.300, -3.581], [-1.130, -3.490, -2.972], [2.849, -1.967, -2.052], [2.987, -0.559, -4.051], [0.975, 0.605, -4.895], [-1.180, 0.352, -3.720], [-1.342, -1.081, -1.727], [-0.131, 1.827, -1.287], [-2.448, 1.807, -2.069], [-4.113, 3.335, -1.080], [-3.451, 4.890, 0.724], [-1.144, 4.904, 1.559], [1.385, 3.295, -2.148], [3.008, 2.698, -3.880], [5.066, 1.458, -3.292], [5.492, 0.815, -0.950], [3.911, 1.465, 0.816], [1.701, 1.362, 2.546], [0.299, 1.384, 3.863], [0.560, 0.697, 5.037], [-0.445, 0.673, 5.999], [-1.616, 1.278, 5.854], [-1.833, 1.944, 4.728], [-0.912, 2.029, 3.689], [1.504, 0.203, 5.222], [-0.287, 0.144, 6.932], [-2.795, 2.436, 4.638], [-1.165, 2.568, 2.788], [3.091, -1.272, 0.766], [3.827, -1.006, 0.116], [3.048, -2.291, 0.737], [3.438, -1.040, 1.695]],
  "mulliken_charge": [-0.464, -0.035, -0.594, -1.225, 0.969, 0.507, -0.437, -0.581, -0.548, -0.648, -0.419, -1.060, 0.369, -1.161, -0.466, -1.132, 0.563, 0.812, 0.214, 1.227, -0.686, -0.770, -0.706, -0.732, -0.567, -0.178, -0.920, -0.401, -0.822, -0.132, 0.188, 0.581, 0.280, 0.378, 0.652, 0.446, 0.398, 0.420, 0.409, 0.423, 0.433, 0.530, 0.587, 0.503, 0.559, 0.836, -0.427, 0.377, 0.445, 0.456, 0.493, 0.531, 0.492, 0.514, 0.550, 0.726, -0.180, 0.756, -0.637, -0.444, -0.553, -0.647, 0.053, 0.442, 0.387, 0.406, 0.297, -0.376, 0.221, 0.250, 0.270]
}